Entry 1:
DFT (ωB97M-V with the def2-TZVPD basis set) results for an isolated molecule of C5H10O.

Last column: Löwdin charge in e.
Cartesian coordinates (Å):
C: 0.9510 -1.3827 0.6490  -0.12
C: 1.0096 0.0792 1.0829  -0.27
C: -0.3477 0.7915 0.9239  -0.23
C: -0.5575 1.1423 -0.5195  -0.11
C: -1.1758 0.3279 -1.3646  -0.23
O: -1.2320 0.5689 -2.7091  -0.01
H: 0.5852 -1.4680 -0.3806  0.06
H: 0.2703 -1.9529 1.2931  0.07
H: 1.9362 -1.8583 0.6925  0.07
H: 1.3577 0.1454 2.1199  0.10
H: 1.7484 0.6106 0.4685  0.11
H: -1.1510 0.1338 1.2848  0.11
H: -0.3782 1.6949 1.5429  0.10
H: -0.0461 2.0186 -0.9160  0.12
H: -1.6932 -0.5675 -1.0135  0.12
H: -1.2770 -0.2837 -3.1543  0.09

Summary:
SMILES string = CCC/C=C/O
Strongest force on any atom = 0.0091 Eh/bohr
Relative energy (zero: lowest compared OMol25 entry of this formula, charge and spin) = 84.95 kJ/mol
E_HOMO = -8.72 eV
Frontier orbital gap = 9.6 eV
E = -271.7203 Eh
Molar mass = 86.1 Da

---

Entry 2:
DFT (ωB97M-V with the def2-TZVPD basis set) results for an isolated molecule of C5H10O in a non-equilibrium geometry.

Last column: Löwdin charge in e.
Cartesian coordinates (Å):
C: 1.5585 0.9232 0.0727  -0.05
C: 0.9626 -0.2596 -0.7339  -0.45
C: 0.6021 -1.1874 0.3565  0.03
C: -1.2019 -0.6985 -0.5893  -0.17
C: -1.8932 0.2549 0.3968  -0.09
O: -0.2579 -0.0584 -1.4075  -0.12
H: 2.2052 1.4977 -0.5745  0.07
H: 0.7143 1.5144 0.4393  0.08
H: 2.1503 0.6413 0.9669  0.09
H: 1.6752 -0.6296 -1.4887  0.15
H: 1.5126 -1.7678 0.6602  0.10
H: 0.2023 -0.7285 1.2434  0.03
H: -2.0018 -1.0802 -1.2669  0.12
H: -2.9166 -0.0517 0.6445  0.07
H: -1.3471 0.3732 1.3370  0.06
H: -1.9645 1.2570 -0.0565  0.09

Summary:
Strongest force on any atom = 0.0320 Eh/bohr
Relative energy (zero: lowest compared OMol25 entry of this formula, charge and spin) = 414.09 kJ/mol
E_HOMO = -8.72 eV
Frontier orbital gap = 9.3 eV
E = -271.5949 Eh
Molar mass = 86.1 Da

---

Entry 3:
DFT (ωB97M-V with the def2-TZVPD basis set) results for an isolated molecule of C5H10O.

Last column: Löwdin charge in e.
Cartesian coordinates (Å):
C: 1.6955 0.6378 0.5084  -0.09
C: 0.8890 0.1596 -0.6946  -0.18
C: -0.5593 -0.1163 -0.3374  -0.51
C: -0.9517 -1.5629 -0.0644  0.00
C: -1.2806 0.9909 0.2932  -0.11
O: -1.5207 0.6444 -1.0592  -0.02
H: 1.4683 -0.0045 1.3615  0.08
H: 1.3900 1.6554 0.7610  0.07
H: 2.7817 0.6468 0.3674  0.07
H: 1.2818 -0.7793 -1.0857  0.10
H: 0.9076 0.9065 -1.4920  0.12
H: -1.6293 -1.9086 -0.8449  0.09
H: -0.1042 -2.2507 -0.0559  0.08
H: -1.4659 -1.7157 0.8859  0.08
H: -0.8142 1.9612 0.4938  0.12
H: -2.0881 0.7352 0.9628  0.11

Summary:
SMILES string = CC[C@@]1(C)CO1
Strongest force on any atom = 0.0120 Eh/bohr
Relative energy (zero: lowest compared OMol25 entry of this formula, charge and spin) = 128.74 kJ/mol
E_HOMO = -10.08 eV
Frontier orbital gap = 11.1 eV
E = -271.7036 Eh
Molar mass = 86.1 Da

---

Entry 4:
DFT (ωB97M-V with the def2-TZVPD basis set) results for an isolated molecule of C5H10O in a non-equilibrium geometry.

Last column: Löwdin charge in e.
Cartesian coordinates (Å):
C: 2.2598 -0.5271 0.0518  -0.16
C: 1.2287 -0.3546 -0.9891  -0.32
C: 0.0697 0.3167 -0.4457  -0.15
C: -1.0237 -0.2884 -0.0232  -0.10
C: -2.2166 0.2418 0.7153  -0.28
H: 3.2415 -1.0259 -0.2574  0.09
H: 1.8773 -1.0368 0.9879  0.09
H: 2.7019 0.4396 0.3317  0.07
H: 1.9069 0.1495 -1.6733  0.11
H: 0.9051 -1.3284 -1.4697  0.13
H: 0.3005 1.3521 -0.5227  0.11
H: -0.8822 -1.3632 -0.0586  0.11
H: -3.1219 0.0732 0.0466  0.13
H: -2.2914 -0.3050 1.7330  0.14
H: -2.8331 2.0458 0.5636  0.07
O: -2.1225 1.6107 1.0097  -0.06

Summary:
SMILES string = CC/C=C/CO
Strongest force on any atom = 0.0768 Eh/bohr
Relative energy (zero: lowest compared OMol25 entry of this formula, charge and spin) = 192.26 kJ/mol
E_HOMO = -9.22 eV
Frontier orbital gap = 10.2 eV
E = -271.6794 Eh
Molar mass = 86.1 Da

---

Entry 5:
DFT (ωB97M-V with the def2-TZVPD basis set) results for a cluster of 2 separate species, C5H10O in total.

Last column: Löwdin charge in e.
Cartesian coordinates (Å):
C: 2.0570 -1.6892 -0.6544  -0.12
C: 0.8155 -2.1053 0.0672  -0.24
C: -0.3098 -1.4052 0.1720  -0.03
H: 2.3033 -2.3229 -1.5070  0.07
H: 2.0173 -0.6541 -0.9901  0.07
H: 2.8888 -1.7617 0.0474  0.07
H: 0.8618 -3.0932 0.5223  0.09
H: -0.9692 -1.5497 1.0191  0.05
H: -0.5108 -0.5623 -0.4767  0.04
C: -2.0657 1.4774 0.4305  0.00
C: -0.9532 2.1773 0.2673  -0.29
O: -0.9573 3.5214 0.0558  0.00
H: -1.9925 0.5519 0.9775  0.03
H: -3.0283 1.8856 0.1584  0.06
H: 0.0267 1.7111 0.3377  0.10
H: -0.1835 3.8186 -0.4269  0.09

Summary:
SMILES string = C=CC.C=CO
Strongest force on any atom = 0.0183 Eh/bohr
Relative energy (zero: lowest compared OMol25 entry of this formula, charge and spin) = 223.30 kJ/mol
E_HOMO = -9.06 eV
Frontier orbital gap = 9.8 eV
E = -271.6676 Eh
Molar mass = 86.1 Da

---

Entry 6:
DFT (ωB97M-V with the def2-TZVPD basis set) results for an isolated molecule of C5H10O.

Last column: Löwdin charge in e.
Cartesian coordinates (Å):
C: -1.7141 -0.8463 -1.3267  -0.07
C: -1.1430 -0.2198 -0.0597  -0.25
C: 1.7045 0.2879 0.3021  -0.15
C: 1.1335 1.4085 1.1266  -0.11
C: 1.1044 -0.8932 0.1730  -0.18
O: -0.1897 -1.1146 0.5527  -0.12
H: -1.6075 -1.9319 -1.2557  0.08
H: -2.7751 -0.6046 -1.4343  0.07
H: -1.1870 -0.5027 -2.2240  0.07
H: -0.6834 0.7482 -0.2940  0.10
H: -1.9063 -0.0430 0.7033  0.12
H: 2.6899 0.4030 -0.1396  0.10
H: 0.3294 1.0187 1.7607  0.08
H: 1.9202 1.7933 1.7823  0.07
H: 0.7376 2.2577 0.5538  0.08
H: 1.6115 -1.7842 -0.1973  0.12

Summary:
SMILES string = C/C=C\OCC
Strongest force on any atom = 0.0070 Eh/bohr
Relative energy (zero: lowest compared OMol25 entry of this formula, charge and spin) = 134.49 kJ/mol
E_HOMO = -8.76 eV
Frontier orbital gap = 9.9 eV
E = -271.7014 Eh
Molar mass = 86.1 Da

---

Entry 7:
DFT (ωB97M-V with the def2-TZVPD basis set) results for a cluster of 2 separate species, C5H10O in total.

Last column: Löwdin charge in e.
Cartesian coordinates (Å):
C: 0.0387 -2.2994 -0.9830  -0.04
C: -0.1935 0.1457 1.0877  -0.10
C: 0.9501 0.8059 0.9609  -0.07
C: 0.7566 1.9564 0.0092  -0.20
O: -0.5393 1.7644 -0.5389  -0.13
C: -1.2358 0.7731 0.2022  -0.21
H: 0.7297 -3.1012 -0.7076  0.02
H: -0.8929 -2.4091 -0.4179  0.02
H: -0.1700 -2.3398 -2.0549  0.02
H: -0.3802 -0.7315 1.7001  0.11
H: 1.8902 0.5824 1.4546  0.11
H: 0.4812 -1.3343 -0.7362  0.00
H: 1.4915 1.9826 -0.8075  0.12
H: 0.8106 2.9217 0.5397  0.12
H: -2.0498 1.2271 0.7909  0.12
H: -1.6869 0.0561 -0.4992  0.11

Summary:
SMILES string = C1=CCOC1.C
Strongest force on any atom = 0.0056 Eh/bohr
Relative energy (zero: lowest compared OMol25 entry of this formula, charge and spin) = 135.50 kJ/mol
E_HOMO = -9.11 eV
Frontier orbital gap = 10.1 eV
E = -271.7010 Eh
Molar mass = 86.1 Da

---

Entry 8:
DFT (ωB97M-V with the def2-TZVPD basis set) results for a cluster of 2 separate species, C5H10O in total.

Last column: Löwdin charge in e.
Cartesian coordinates (Å):
C: -0.2682 -1.6617 -0.6717  -0.12
C: 0.8348 -0.7926 -1.2039  -0.25
C: 0.6495 0.3610 -1.8417  -0.03
O: -1.6569 1.5448 0.3212  0.02
C: -0.5788 1.5449 0.8665  -0.34
C: -0.2077 0.6335 2.0033  -0.06
H: -0.0786 -1.9511 0.3694  0.06
H: -0.3435 -2.5908 -1.2499  0.07
H: -1.2340 -1.1477 -0.7173  0.07
H: 1.8524 -1.1589 -1.0591  0.09
H: -0.3480 0.7655 -2.0041  0.06
H: 1.4850 0.9405 -2.2267  0.05
H: 0.2176 2.2519 0.5502  0.12
H: -0.0692 1.2285 2.9146  0.08
H: 0.7448 0.1350 1.7892  0.08
H: -0.9991 -0.1029 2.1600  0.08

Summary:
SMILES string = C=CC.CC=O
Strongest force on any atom = 0.0091 Eh/bohr
Relative energy (zero: lowest compared OMol25 entry of this formula, charge and spin) = 119.99 kJ/mol
E_HOMO = -9.71 eV
Frontier orbital gap = 10.8 eV
E = -271.7069 Eh
Molar mass = 86.1 Da

---

Entry 9:
DFT (ωB97M-V with the def2-TZVPD basis set) results for a cluster of 2 separate species, C5H10O in total.

Last column: Löwdin charge in e.
Cartesian coordinates (Å):
C: 1.3399 -0.9717 0.2203  -0.06
C: 0.3273 0.1419 0.4419  -0.29
C: 0.5708 1.5205 -0.2369  -0.13
C: -0.8415 1.4868 -0.8763  -0.08
C: -0.9632 0.0499 -0.3789  -0.38
O: -1.7136 -0.8524 -0.6441  0.06
H: 1.0013 -1.9048 0.6809  0.07
H: 1.4799 -1.1581 -0.8508  0.09
H: 2.3127 -0.7055 0.6477  0.08
H: 0.0977 0.2525 1.5102  0.15
H: 0.7628 2.3538 0.4426  0.10
H: 1.3734 1.4775 -0.9793  0.11
H: -1.5694 2.1581 -0.4084  0.12
H: -0.9112 1.5959 -1.9625  0.12
H: -1.6400 -2.8906 1.5296  0.04
H: -1.6269 -2.5537 0.8640  0.01

Summary:
SMILES string = C[C@H]1CCC1=O.[H][H]
Strongest force on any atom = 0.0120 Eh/bohr
Relative energy (zero: lowest compared OMol25 entry of this formula, charge and spin) = 163.02 kJ/mol
E_HOMO = -9.48 eV
Frontier orbital gap = 10.5 eV
E = -271.6905 Eh
Molar mass = 86.1 Da

---

Entry 10:
DFT (ωB97M-V with the def2-TZVPD basis set) results for an isolated molecule of C5H10O.

Last column: Löwdin charge in e.
Cartesian coordinates (Å):
C: 0.2124 -1.9013 -0.7749  -0.11
C: 0.4495 -0.3963 -0.8748  -0.24
C: -0.4989 0.4071 0.0043  -0.28
C: -0.1796 1.9059 0.1305  -0.16
O: 0.2358 1.7557 1.4949  -0.11
C: -0.1877 0.3846 1.5107  -0.16
H: -0.8063 -2.1609 -1.0865  0.07
H: 0.3463 -2.2559 0.2542  0.07
H: 0.9094 -2.4562 -1.4110  0.07
H: 0.3385 -0.0703 -1.9178  0.11
H: 1.4833 -0.1613 -0.5844  0.12
H: -1.5412 0.1819 -0.2475  0.14
H: -1.0430 2.5780 0.0370  0.12
H: 0.6321 2.2743 -0.5108  0.12
H: -1.0542 0.2355 2.1680  0.12
H: 0.6194 -0.2931 1.8230  0.12

Summary:
SMILES string = CCC1COC1
Strongest force on any atom = 0.0076 Eh/bohr
Relative energy (zero: lowest compared OMol25 entry of this formula, charge and spin) = 120.55 kJ/mol
E_HOMO = -9.59 eV
Frontier orbital gap = 10.7 eV
E = -271.7067 Eh
Molar mass = 86.1 Da

---

Entry 11:
DFT (ωB97M-V with the def2-TZVPD basis set) results for a cluster of 2 separate species, C5H10O in total in a non-equilibrium geometry.

Last column: Löwdin charge in e.
Cartesian coordinates (Å):
C: 0.1857 1.4587 0.8839  -0.20
C: 1.5249 1.2952 0.7926  -0.01
C: -0.8440 0.8607 -0.0264  -0.21
C: -1.3694 -0.4436 0.6349  -0.12
C: -1.2295 -1.6952 0.0920  0.03
H: -0.1209 1.7377 1.8077  0.05
H: 2.1572 1.5401 1.7121  0.06
H: 2.0867 0.7285 -0.0890  0.08
H: -0.4659 0.6600 -1.0213  0.08
H: -1.5932 1.5903 -0.2444  0.09
H: -2.1317 -0.2891 1.3365  0.07
H: -1.6431 -2.5242 0.5740  0.03
H: -0.4349 -1.8032 -0.6472  0.02
H: 1.0563 -0.7416 -2.6506  0.03
H: 1.3250 -1.6139 -1.3378  0.06
O: 1.4969 -0.7604 -1.8171  -0.07

Summary:
SMILES string = C=CCC=C.O
Strongest force on any atom = 0.0817 Eh/bohr
Relative energy (zero: lowest compared OMol25 entry of this formula, charge and spin) = 250.04 kJ/mol
E_HOMO = -9.22 eV
Frontier orbital gap = 10.0 eV
E = -271.6574 Eh
Molar mass = 86.1 Da

---

Entry 12:
DFT (ωB97M-V with the def2-TZVPD basis set) results for a cluster of 2 separate species, C5H10O in total.

Last column: Löwdin charge in e.
Cartesian coordinates (Å):
C: 1.2545 -0.9399 0.4163  -0.06
C: 0.3516 0.2820 0.4528  -0.29
C: 0.6592 1.4982 -0.4658  -0.13
C: -0.8171 1.5402 -0.9396  -0.08
C: -0.9966 0.1818 -0.2646  -0.38
O: -1.8193 -0.6907 -0.3606  0.07
H: 0.8185 -1.7619 0.9926  0.06
H: 1.3933 -1.2899 -0.6130  0.09
H: 2.2411 -0.7104 0.8330  0.08
H: 0.1832 0.6091 1.4880  0.15
H: 1.0312 2.3960 0.0327  0.10
H: 1.3464 1.2309 -1.2746  0.11
H: -1.4136 2.3183 -0.4508  0.12
H: -1.0170 1.5649 -2.0145  0.11
H: -1.6023 -3.2743 1.3687  0.03
H: -1.6626 -2.6668 0.9401  0.01

Summary:
SMILES string = C[C@H]1CCC1=O.[H][H]
Strongest force on any atom = 0.0118 Eh/bohr
Relative energy (zero: lowest compared OMol25 entry of this formula, charge and spin) = 161.13 kJ/mol
E_HOMO = -9.49 eV
Frontier orbital gap = 10.4 eV
E = -271.6912 Eh
Molar mass = 86.1 Da